16
Properties=species:S:1:pos:R:3 method="wB97M-V/def2-TZVPD" e_lumo_ha=0.02602 de_lowest_kcal_mol=33.64 smiles="C[C@@H](CS)NC=O" homo_energy_ev=-9.305 gap_ev=10.01 largest_force_ev_per_a=2.1 mol_weight_g_mol=119.19
C -0.72264 -0.10362 -1.41188
C -0.03284 0.25134 -0.08261
C -0.89537 -0.18518 1.15760
S -2.28000 0.95764 1.20762
N 1.28186 -0.40889 0.02809
C 2.34763 0.19128 -0.58031
O 2.20234 0.97699 -1.47658
H -1.24306 0.74342 -1.84678
H 0.03022 -0.59894 -2.00719
H -1.47491 -0.87062 -1.17208
H 0.10576 1.28470 0.25431
H -0.19868 -0.20231 2.01324
H -1.12692 -1.25878 1.21679
H -2.50963 0.77462 2.53290
H 1.22286 -1.37143 0.31254
H 3.29339 -0.18021 -0.14566

16
Properties=species:S:1:pos:R:3 method="wB97M-V/def2-TZVPD" e_lumo_ha=0.02414 de_lowest_kcal_mol=112.94 homo_energy_ev=-8.766 gap_ev=9.42 largest_force_ev_per_a=4.6 mol_weight_g_mol=119.19
C -0.81794 -1.87843 0.40182
C 1.11713 -0.99729 -0.80963
C -0.36923 1.96955 -0.01276
C 0.47829 -1.60607 0.31135
N -1.07420 0.90357 0.59876
O -1.70072 -1.40620 -0.55987
S -2.30192 0.15685 0.00248
H -1.33938 -2.39597 1.22516
H 1.92505 -1.62849 -1.13011
H 0.37411 -0.95994 -1.55713
H 1.56402 -0.00642 -0.71336
H 0.64789 1.90317 0.32441
H -0.70355 1.89452 -1.10806
H -0.71403 2.93987 0.30603
H 1.04792 -1.95858 1.25103
H -2.44522 -0.43209 1.17426

16
Properties=species:S:1:pos:R:3 method="wB97M-V/def2-TZVPD" e_lumo_ha=0.01786 de_lowest_kcal_mol=60.13 smiles="C[C@@H](CS)NC=O" homo_energy_ev=-9.175 gap_ev=9.66 largest_force_ev_per_a=4.1 mol_weight_g_mol=119.19
C 0.49056 0.54432 -1.41943
C 0.06024 0.00547 -0.01066
C -1.40785 0.17142 0.40608
S -1.92200 1.95182 0.02322
N 0.69765 -1.20286 0.44828
C 1.63161 -1.49001 1.39237
O 2.53966 -0.70968 1.62313
H -0.29922 0.48647 -2.12418
H 0.68603 1.59388 -1.23847
H 1.40428 0.12233 -1.86071
H 0.63206 0.77482 0.52708
H -1.51927 0.12900 1.47685
H -2.06902 -0.43149 -0.24647
H -2.90045 2.49304 -0.78969
H 0.29251 -1.97458 -0.07958
H 1.68320 -2.46394 1.87217

16
Properties=species:S:1:pos:R:3 method="wB97M-V/def2-TZVPD" e_lumo_ha="0.01017 / 0.01019" de_lowest_kcal_mol=110.54 smiles="C=[NH+][S-].C=COC" homo_energy_ev="-7.859 / -7.860" gap_ev="8.14 / 8.14" largest_force_ev_per_a=5.0 mol_weight_g_mol=119.19
C 0.33325 -0.63666 -2.24350
N -0.35934 0.02095 -3.10886
S -1.04858 1.44006 -2.88004
H 0.56772 -0.11842 -1.34698
H 0.57050 -1.71698 -2.25882
H -0.85999 -0.50619 -3.95231
C -1.14424 0.14630 0.53223
C -0.37843 -0.70722 1.32145
O 0.76383 -0.57484 1.94791
C 1.24505 0.64281 2.42290
H -1.06817 1.20633 0.53661
H -1.91482 -0.48353 -0.01967
H -0.78295 -1.76767 1.46483
H 2.33239 0.55738 2.79331
H 0.62163 1.10915 3.19787
H 1.12214 1.38854 1.59304